Entry from the OMol25 dataset: 22 unconnected molecules or ions with the total composition C16H76O30 at a distorted geometry (the ωB97M-V functional and the def2-TZVPD basis).

XYZ file:
```
122
Properties=species:S:1:pos:R:3
O 6.19400 13.05600 -11.28800
H 5.43400 13.52300 -10.92700
H 5.91500 12.53800 -12.05900
O 5.88800 5.82800 -8.97100
H 6.51300 6.15100 -9.59100
H 5.27800 5.28900 -9.45900
O 5.60500 10.75000 -12.84400
H 5.07600 10.94300 -13.58500
H 6.23500 10.11200 -13.13400
O 7.56700 9.05000 -13.60500
H 7.60000 8.09000 -13.62000
H 8.45500 9.28500 -13.79200
O 4.34600 13.94600 -9.33700
H 4.12300 13.17600 -8.78900
H 4.98000 14.44600 -8.83200
O 9.93900 11.31400 -9.34200
H 10.88400 11.30900 -9.48500
H 9.89900 11.51900 -8.42400
O 9.08200 6.07000 -8.64000
H 8.83700 6.61700 -9.39900
H 8.82000 6.58700 -7.86800
O 6.71100 12.41400 -7.08400
H 6.64200 13.31900 -7.43700
H 5.87500 11.94100 -7.30700
O 8.59200 13.45400 -9.97700
H 8.09900 13.35400 -10.78300
H 9.11700 12.66400 -9.85600
O 9.82500 8.85100 -10.35700
H 8.89400 8.65400 -10.57700
H 9.91700 9.80500 -10.09800
O 7.43800 7.07000 -10.72300
H 7.10100 7.95000 -10.58700
H 7.42200 6.91500 -11.67200
O 9.42300 12.51000 -6.95600
H 8.47100 12.52300 -7.00000
H 9.55000 13.34800 -6.59300
O 3.93800 11.63300 -7.93600
H 3.47400 11.14400 -8.58800
H 3.24300 12.03400 -7.40400
O 5.94900 7.73900 -5.39100
H 5.63700 6.86300 -5.60300
H 5.64300 8.32700 -6.08300
C 4.52400 7.12100 -12.23200
C 4.41500 5.62000 -12.49600
O 5.30100 4.91200 -11.76900
O 3.25400 7.60200 -12.76400
H 5.39300 7.52400 -12.73400
H 4.67400 7.35300 -11.13700
H 4.35800 5.46800 -13.59800
H 3.45500 5.29700 -12.18900
H 5.61400 4.23000 -12.34200
H 3.26900 8.56700 -12.92100
C 9.15800 11.63900 -12.81500
C 8.38100 12.54900 -13.72400
O 8.30500 13.78800 -13.14800
O 9.69700 10.58300 -13.45700
H 8.65100 11.42600 -11.89000
H 10.09000 12.25000 -12.61200
H 7.43300 12.21000 -14.00300
H 8.94600 12.65100 -14.66100
H 7.81400 14.42900 -13.66300
H 10.45900 10.92500 -13.89900
C 2.37800 6.55000 -9.18700
C 2.88000 7.05100 -7.82300
O 3.68900 6.09900 -7.19500
O 1.38300 7.32500 -9.77600
H 1.92100 5.58800 -9.11800
H 3.30100 6.37700 -9.71200
H 2.11200 7.39200 -7.13100
H 3.47000 7.88400 -8.05100
H 4.59100 6.23200 -7.44300
H 0.57800 7.37300 -9.25500
C 5.76300 11.09900 -4.02900
C 4.50600 11.85800 -4.24400
O 3.44300 11.14100 -3.62200
O 6.90400 11.80100 -4.32000
H 5.71500 10.10500 -4.50600
H 5.77900 10.83200 -3.02000
H 4.31300 11.92000 -5.34300
H 4.43700 12.89100 -3.85000
H 3.66500 10.88800 -2.70300
H 6.98500 12.01600 -5.22300
C 6.55700 10.21400 -9.25500
C 5.98800 9.11400 -8.33000
O 5.48900 9.69200 -7.14400
O 6.77300 9.66700 -10.50100
H 7.40000 10.79900 -8.89000
H 5.75100 10.88900 -9.53100
H 6.72400 8.31700 -8.12500
H 5.17300 8.61600 -8.92400
H 4.71100 10.23000 -7.41200
H 6.45300 10.34300 -11.14500
C 3.16700 10.21300 -10.84900
C 2.00800 10.27500 -11.79200
O 2.57900 10.30700 -12.99300
O 2.65600 9.76400 -9.56400
H 3.53600 11.26700 -10.77500
H 3.88700 9.47700 -11.25400
H 1.37600 11.15100 -11.69200
H 1.43600 9.43500 -11.77300
H 2.19200 11.07300 -13.46000
H 2.15500 8.95900 -9.77500
C 9.48300 7.95400 -5.80600
C 9.03300 9.43100 -6.12500
O 9.56800 10.35400 -5.18200
O 8.45300 7.10600 -6.23700
H 9.53000 7.75500 -4.77100
H 10.47400 7.73300 -6.19900
H 7.90800 9.51700 -6.21000
H 9.47600 9.73100 -7.07200
H 9.45500 11.26900 -5.47700
H 7.61900 7.48400 -5.91400
C 1.87600 9.85800 -6.07400
C 0.76300 9.18800 -5.26500
O -0.47300 9.69400 -5.65500
O 2.99000 9.21700 -5.50300
H 1.96100 10.94400 -5.97300
H 1.88100 9.70800 -7.14200
H 0.83100 9.26500 -4.21300
H 0.78300 8.10700 -5.51600
H -0.63200 9.20200 -6.48300
H 3.28000 9.67600 -4.73800
```

As for the highest occupied orbital energy: -9.021 eV. As for the strongest force on any atom: 5.673 eV Å⁻¹. Its energy above the lowest of the compared OMol25 structures with the same formula, charge and spin is 0.000 eV. The value obtained for the calculated total energy is -2912.19148 Eh.

Entry from the OMol25 dataset: a molecular structure, C16H8F5NPtS2 at a distorted geometry (the ωB97M-V functional and the def2-TZVPD basis).

XYZ file:
```
33
Properties=species:S:1:pos:R:3
Pt 0.78550 -0.25971 0.68308
F 1.52114 -6.32570 -3.15215
C 1.70708 -5.16298 -2.54056
C 0.66162 -4.53526 -1.89759
F -0.54803 -5.09504 -1.89353
C 0.85993 -3.32132 -1.26504
F -0.21000 -2.77503 -0.69577
C 2.10206 -2.69075 -1.22931
S 2.52691 -1.15595 -0.44424
C 3.13015 -3.35872 -1.89831
F 4.35040 -2.82200 -1.92813
C 2.94772 -4.56196 -2.54592
F 3.96410 -5.14801 -3.17998
C -0.52860 1.01198 -1.89731
C -0.90841 1.80764 -0.68401
C -1.63125 3.01327 -0.78835
C -1.96989 3.70984 0.33326
C -1.61749 3.21873 1.60626
C -1.94998 3.87166 2.81318
C -1.62872 3.28931 4.00708
C -0.96139 2.04975 4.04331
C -0.57455 1.42166 2.88190
S 0.25253 -0.10969 2.90185
C -0.90598 2.00358 1.65052
N -0.55580 1.34156 0.49957
H -0.78812 1.53251 -2.81694
H -1.03660 0.04656 -1.87469
H 0.54435 0.81590 -1.88675
H -1.90887 3.37612 -1.76818
H -2.52635 4.63711 0.26102
H -2.45862 4.82802 2.77515
H -1.89102 3.77661 4.93771
H -0.75383 1.57032 4.99286
```

As for the highest occupied orbital energy: -7.846 eV. As for the strongest force on any atom: 1.004 eV Å⁻¹. Its energy above the lowest of the compared OMol25 structures with the same formula, charge and spin is 0.500 eV. The value obtained for the calculated total energy is -2084.29962 Eh.

- Which of these has the lowest energy above the lowest of the compared OMol25 structures with the same formula, charge and spin?
  C16H76O30

- What is the formula in the first record?
  C16H76O30